[1]
ORCA calculation (ωB97M-V/def2-TZVPD) on a 2-piece molecular cluster, C4H12S overall.

As for the HOMO energy: -8.51 eV. The value obtained for the lowest unoccupied orbital energy is 0.0361 Ha. The SMILES is CSC.CC. Its HOMO-LUMO gap is 9.5 eV.

```
! wB97M-V def2-TZVPD RIJCOSX def2/J DEFGRID3
* xyz 0 1
H 1.295 -0.214 -0.833
H 3.497 0.359 2.349
C 3.107 0.696 1.403
C -2.592 -1.068 -2.343
H -2.952 -1.654 -3.189
H 3.518 -0.034 0.659
H -1.903 -0.239 -2.628
H -3.444 0.465 -0.961
C -3.746 -0.408 -1.569
H -4.285 -1.085 -0.850
H -2.029 -1.765 -1.689
H -4.525 -0.230 -2.238
H 3.518 1.687 1.180
C 0.907 -0.490 0.143
S 1.281 0.773 1.373
H 1.274 -1.479 0.387
H -0.202 -0.551 0.150
*
```

[2]
ORCA calculation (ωB97M-V/def2-TZVPD) on an isolated ion of composition CH4N3O2S2 and charge +1.

As for the HOMO energy: -14.34 eV. The value obtained for the lowest unoccupied orbital energy is -0.1979 Ha. Its HOMO-LUMO gap is 9.0 eV.

```
! wB97M-V def2-TZVPD RIJCOSX def2/J DEFGRID3
* xyz 1 1
C -0.440 -0.572 0.384
N 0.179 -1.697 0.123
N 1.806 0.535 0.580
S -3.113 -0.252 -0.433
H -2.876 -1.692 -0.712
H 2.636 0.534 -1.477
H 1.577 0.607 1.532
S 2.618 -0.326 -0.344
H -1.750 0.800 0.778
N -1.612 -0.076 0.431
O 0.007 -2.774 0.650
O 1.081 -1.458 -0.813
*
```

[3]
ORCA calculation (ωB97M-V/def2-TZVPD) on a 2-piece molecular cluster, C3H11NOS2 overall.

As for the HOMO energy: -8.66 eV. The value obtained for the lowest unoccupied orbital energy is 0.0230 Ha. The SMILES is NCCCSS.O. Its HOMO-LUMO gap is 9.3 eV.

```
! wB97M-V def2-TZVPD RIJCOSX def2/J DEFGRID3
* xyz 0 1
H -0.320 -1.580 0.786
H -4.104 -0.626 -3.104
H -0.270 -1.071 -0.818
H 0.842 0.981 -0.646
C -0.598 -0.700 0.103
C -2.088 -0.293 0.026
H -3.287 0.671 -2.608
S 3.178 0.213 0.605
H -2.878 -2.244 0.089
N -2.627 -1.543 -0.562
H -2.688 -0.129 1.141
C 0.266 0.708 0.211
S 1.485 0.635 1.601
H -0.188 1.644 0.135
H 3.720 1.354 0.481
O -3.537 0.171 -3.347
H -2.129 -1.920 -1.367
H -2.114 0.490 -0.710
*
```

[4]
ORCA calculation (ωB97M-V/def2-TZVPD) on a 2-piece molecular cluster, C9H14 overall.

As for the HOMO energy: -8.91 eV. The value obtained for the lowest unoccupied orbital energy is 0.0385 Ha. The SMILES is Cc1ccccc1.CC. Its HOMO-LUMO gap is 10.0 eV.

```
! wB97M-V def2-TZVPD RIJCOSX def2/J DEFGRID3
* xyz 0 1
C -0.560 0.084 2.758
H -2.074 -1.915 -0.532
H 1.507 -1.066 -0.251
C -0.390 1.233 -2.741
H -0.648 -1.521 -1.409
H -0.781 0.239 -2.514
C -0.437 -0.973 0.626
H 0.262 1.846 -0.847
H -0.126 1.178 -3.798
C 0.712 1.689 -1.831
H -2.280 -0.707 1.748
H -1.086 0.461 3.627
H 1.072 2.684 -2.094
C -0.985 -1.876 -0.441
H 1.538 0.979 -1.806
H 1.346 0.535 3.662
H -1.274 1.864 -2.604
C -1.226 -0.489 1.663
H -0.631 -2.892 -0.263
C 1.606 -0.366 1.791
C 0.950 -0.740 0.622
H 2.683 -0.389 1.839
C 0.822 0.141 2.795
*
```

[5]
ORCA calculation (ωB97M-V/def2-TZVPD) on C20H23GeN2ReSSbSe4 as an isolated structure.

As for the HOMO energy (alpha / beta): -13.79 / -13.79 eV. The value obtained for the lowest unoccupied orbital energy (alpha / beta) is -0.4741 / -0.4639 Ha. Its HOMO-LUMO gap (alpha / beta) is 0.9 / 1.2 eV. As for the expectation value of S²: 0.915.

```
! wB97M-V def2-TZVPD RIJCOSX def2/J DEFGRID3
* xyz 4 2
H 3.460 9.465 -0.844
C -4.358 -4.635 2.908
C -2.885 -5.372 -3.019
H 2.504 7.507 -2.839
H -2.262 -5.351 -3.903
C -3.927 -6.290 -2.922
H -6.425 -3.440 5.365
C -4.788 -2.257 2.645
Ge -3.226 -3.254 0.497
C -4.186 -3.432 2.178
C -5.352 -5.817 4.812
C -4.713 -7.008 4.439
Se 17.981 0.636 -3.999
H -3.057 -5.893 1.712
Re 6.211 5.730 -1.941
H -4.643 -1.320 2.119
H -1.522 -1.737 -0.557
H 6.609 10.985 -0.633
Se 7.466 4.241 -2.911
H 4.914 11.194 -1.074
H 2.327 7.093 -1.120
C -4.518 -5.461 -0.752
C -5.179 -4.624 4.069
H 1.542 8.546 -1.781
C 2.421 7.909 -1.834
C 5.653 10.479 -0.709
H -2.926 -0.835 0.031
Se 6.375 5.705 0.238
H -4.108 -6.978 -3.737
C -2.225 -1.640 0.268
H -5.171 -5.482 0.113
C -3.716 -5.848 2.571
C -5.597 -2.256 3.772
C -4.747 -6.332 -1.796
H -5.991 -5.802 5.687
S 5.154 7.331 -3.224
H 6.699 9.177 -2.047
C -3.464 -4.530 -0.837
H -6.068 -1.340 4.102
N 3.594 8.727 -1.522
C -2.656 -4.483 -1.988
C 4.810 8.564 -1.996
H -1.698 -1.388 1.187
H -4.859 -7.904 5.026
H -1.851 -3.764 -2.073
C -3.896 -7.017 3.326
Sb 17.927 2.578 -5.149
H -3.386 -7.924 3.030
H 5.372 10.118 0.282
H -5.564 -7.039 -1.748
N 5.795 9.365 -1.642
C -5.798 -3.439 4.481
Se 17.951 4.542 -6.263
*
```

[6]
ORCA calculation (ωB97M-V/def2-TZVPD) on a 6-piece molecular cluster, C12H36O6 overall.

As for the HOMO energy: -9.92 eV. The value obtained for the lowest unoccupied orbital energy is 0.0138 Ha. The SMILES is CCO.CCO.CCO.CCO.CCO.CCO. Its HOMO-LUMO gap is 10.3 eV.

```
! wB97M-V def2-TZVPD RIJCOSX def2/J DEFGRID3
* xyz 0 1
C 31.647 3.143 3.063
C 32.994 3.755 2.780
H 25.526 7.108 8.658
C 22.988 0.714 7.336
O 26.189 6.378 4.118
H 21.007 9.894 3.289
H 22.434 1.563 6.936
H 18.779 4.954 2.593
H 24.516 -0.675 6.597
H 23.693 0.194 5.274
O 23.635 10.197 2.711
H 25.900 4.285 3.754
H 26.874 7.684 11.156
H 25.162 7.399 11.270
O 15.496 5.744 1.984
O 27.220 6.060 8.831
H 22.820 12.013 2.143
H 21.624 -0.569 6.612
H 17.278 6.875 2.214
H 23.981 5.430 4.817
H 17.381 5.942 0.779
H 30.829 3.583 2.493
C 22.610 11.208 2.848
C 16.947 5.932 1.779
C 21.265 10.577 2.480
H 24.297 10.624 2.163
H 15.235 5.974 2.879
H 26.239 6.090 11.464
C 26.004 6.489 9.417
H 24.876 0.905 6.191
C 25.626 5.280 3.403
H 23.656 4.367 3.495
H 31.375 3.488 4.061
H 31.625 2.054 3.050
H 20.532 11.382 2.432
H 25.794 5.315 2.326
H 23.597 1.021 8.187
O 33.349 3.762 1.419
H 27.036 6.104 7.890
C 17.693 4.961 2.679
H 21.335 10.003 1.556
H 23.559 6.119 3.246
H 17.246 5.153 3.654
H 33.070 4.766 3.182
H 34.234 4.115 1.297
C 24.013 0.250 6.314
C 26.087 6.988 10.865
H 22.591 11.615 3.859
H 25.751 7.194 3.866
O 22.108 -0.382 7.420
H 25.190 5.764 9.399
C 24.116 5.324 3.741
H 33.724 3.110 3.267
H 17.364 3.939 2.488
*
```

Relative energy (zero: lowest compared OMol25 entry of this formula, charge and spin) (kcal/mol)
10.3 20.2 55.2 11.2 0.0 101.1